[1]
DFT (ωB97M-V/def2-TZVPD) results for the molecule C4H7NO2.

Each line ends with the Mulliken charge.
Atoms and positions in Å:
C 0.1766 1.0270 1.2194  -1.193
C 0.2847 -0.1548 0.2179  0.340
C 0.0566 -1.4224 1.0462  -0.100
O 0.2016 -1.4336 2.2458  -0.486
C -0.5167 -0.3138 -1.1091  0.372
O -1.3351 -1.2084 -1.2570  -0.613
N -0.1591 0.4600 -2.1769  -0.386
H -0.8162 1.1214 1.6707  0.315
H 0.8444 0.8000 2.0617  0.339
H 0.4871 1.9918 0.8148  0.349
H 1.3343 -0.1715 -0.1144  0.226
H -0.2622 -2.3274 0.5056  0.373
H 0.3983 1.2916 -2.0967  0.206
H -0.6942 0.3401 -3.0281  0.259

**Total energy**: -361.85302 hartree
**SMILES**: C[C@@H](C=O)C(N)=O
**Relative energy (zero: lowest compared OMol25 entry of this formula, charge and spin)**: 0.757 eV
**Max |F|**: 0.61 eV/A
**E_LUMO**: 0.6 eV



[2]
DFT (ωB97M-V/def2-TZVPD) results for a cluster of 2 separate species, C4H7NO2 in total in a non-equilibrium geometry.

Each line ends with the Mulliken charge.
Atoms and positions in Å:
C -1.5702 -1.9540 -0.8960  0.628
C -0.9823 0.8644 0.1892  -0.724
C 1.4444 1.2739 -0.0883  -1.019
C 0.2163 1.0863 0.7528  0.035
N -0.7983 -1.8657 0.0346  -0.188
O -2.5553 -1.9596 -1.5443  -0.429
O 0.4980 -2.3260 0.1211  -0.338
H 0.9852 -1.6336 0.5653  0.335
H -1.8877 0.6687 0.8247  0.256
H -1.1393 0.8851 -0.8970  0.309
H 1.9818 2.1479 0.1135  0.361
H 1.1370 1.1655 -1.0895  0.313
H 2.1305 0.4248 0.0505  0.222
H 0.5401 1.2223 1.8635  0.239

**Total energy**: -361.71835 hartree
**SMILES**: O=C=NO.C=CC
**Relative energy (zero: lowest compared OMol25 entry of this formula, charge and spin)**: 4.422 eV
**Max |F|**: 2.45 eV/A
**E_LUMO**: 0.3 eV



[3]
DFT (ωB97M-V/def2-TZVPD) results for the molecule C4H7NO2 in a non-equilibrium geometry.

Each line ends with the Mulliken charge.
Atoms and positions in Å:
C -1.3747 -1.0007 0.0985  -1.180
C -0.3406 -0.2760 -0.7673  0.188
C -0.0345 1.2384 -0.0512  -0.547
N 1.1170 0.9855 0.7903  -0.386
C 1.7378 -0.4592 0.3451  0.469
O 2.5859 -1.1379 0.8455  -0.452
O 0.8901 -0.9523 -0.7694  -0.373
H -1.0239 -0.9542 1.1367  0.300
H -1.5422 -2.0582 -0.1436  0.337
H -2.3359 -0.4784 0.0345  0.351
H -0.6861 0.0043 -1.7681  0.382
H -0.9742 1.4092 0.4859  0.279
H 0.1273 2.0197 -0.8207  0.324
H 1.8538 1.6598 0.5838  0.309

**Total energy**: -361.82251 hartree
**SMILES**: C[C@H]1CNC(=O)O1
**Relative energy (zero: lowest compared OMol25 entry of this formula, charge and spin)**: 1.588 eV
**Max |F|**: 3.41 eV/A
**E_LUMO**: 0.8 eV



Question: Which formula does entry 3 have?
Answer: C4H7NO2



Copy entry 3 word for word.
DFT (ωB97M-V/def2-TZVPD) results for the molecule C4H7NO2 in a non-equilibrium geometry.

Each line ends with the Mulliken charge.
Atoms and positions in Å:
C -1.3747 -1.0007 0.0985  -1.180
C -0.3406 -0.2760 -0.7673  0.188
C -0.0345 1.2384 -0.0512  -0.547
N 1.1170 0.9855 0.7903  -0.386
C 1.7378 -0.4592 0.3451  0.469
O 2.5859 -1.1379 0.8455  -0.452
O 0.8901 -0.9523 -0.7694  -0.373
H -1.0239 -0.9542 1.1367  0.300
H -1.5422 -2.0582 -0.1436  0.337
H -2.3359 -0.4784 0.0345  0.351
H -0.6861 0.0043 -1.7681  0.382
H -0.9742 1.4092 0.4859  0.279
H 0.1273 2.0197 -0.8207  0.324
H 1.8538 1.6598 0.5838  0.309

**Total energy**: -361.82251 hartree
**SMILES**: C[C@H]1CNC(=O)O1
**Relative energy (zero: lowest compared OMol25 entry of this formula, charge and spin)**: 1.588 eV
**Max |F|**: 3.41 eV/A
**E_LUMO**: 0.8 eV



Question: Which value of relative energy (zero: lowest compared OMol25 entry of this formula, charge and spin) does entry 2 give?
Answer: 4.422 eV